A 13-piece molecular cluster, C5H35NO13 overall at a distorted geometry. Source: OMol25; level of theory: the ωB97M-V functional and the def2-TZVPD basis.

F_max: 0.081 Eh/bohr
Energy above the lowest of the compared OMol25 structures with the same formula, charge and spin: 345.8 kJ/mol
Molecular weight: 317.33 g mol⁻¹
Orbital gap: 8.925 eV
DFT total energy: -33859.219 eV
Charge: 0
Highest occupied orbital energy: -9.2 eV

Last column: Löwdin charge in e.
Positions of all 54 atoms, in Å:
C  -0.550  -0.221  3.313  -0.28
N  -0.199  -1.207  2.322  -0.09
C  0.929  -1.007  1.286  -0.18
C  0.512  0.129  0.369  -0.14
C  0.652  -0.352  -1.019  -0.18
O  0.982  0.406  -1.912  0.04
C  -0.183  1.256  3.216  -0.09
H  -1.644  -0.354  3.447  0.11
H  0.034  -0.568  4.200  0.11
H  0.164  -2.101  2.746  0.12
H  0.902  -1.948  0.772  0.08
H  1.896  -0.788  1.697  0.08
H  -0.452  0.602  0.645  0.12
H  1.205  0.975  0.572  0.11
H  0.320  -1.366  -1.216  0.11
H  -0.683  1.769  2.369  0.05
H  -0.582  1.880  4.012  0.08
H  0.854  1.447  3.089  0.04
H  2.522  1.515  -2.833  -0.01
H  2.632  2.780  -3.456  0.01
O  3.225  2.107  -3.151  -0.06
H  -3.012  -3.288  -0.035  0.07
H  -1.697  -2.815  0.551  0.07
O  -2.372  -2.593  -0.098  -0.03
H  2.878  0.101  3.626  0.05
H  4.113  0.559  2.748  0.07
O  3.140  0.678  2.885  -0.08
H  1.536  2.507  -0.219  0.03
H  2.206  3.508  -1.097  0.03
O  1.511  3.479  -0.442  -0.05
H  -1.492  -4.738  -1.973  0.06
H  -2.009  -3.394  -1.743  -0.03
O  -1.322  -3.821  -2.193  -0.03
H  -3.738  -0.183  -1.020  0.06
H  -3.015  -0.910  0.127  0.02
O  -3.746  -0.292  -0.073  -0.05
H  -0.442  1.924  -3.563  0.00
H  0.680  0.836  -3.796  0.02
O  0.393  1.725  -4.120  -0.14
H  -3.707  2.385  1.419  0.07
H  -3.147  1.164  0.728  0.02
O  -2.853  2.035  1.109  -0.08
H  -1.944  3.268  0.173  0.01
H  -0.436  3.262  -0.192  0.01
O  -1.289  3.613  -0.456  -0.06
H  -1.858  3.137  -3.520  0.05
H  -1.677  3.188  -2.061  0.03
O  -1.764  2.519  -2.798  -0.08
H  1.518  -4.567  -1.735  0.08
H  0.334  -3.602  -1.188  -0.02
O  0.967  -4.274  -0.986  -0.06
H  3.866  -3.005  -0.309  0.02
H  2.566  -3.811  -0.413  -0.03
O  3.276  -3.551  0.195  -0.07

A 3-piece molecular cluster, C4H13NO3 overall at a distorted geometry. Source: OMol25; level of theory: the ωB97M-V functional and the def2-TZVPD basis.

F_max: 0.047 Eh/bohr
Energy above the lowest of the compared OMol25 structures with the same formula, charge and spin: 123.4 kJ/mol
SMILES: CC(C)C(N)=O.O.O
Molecular weight: 123.15 g mol⁻¹
Orbital gap: 10.258 eV
DFT total energy: -11991.192 eV
Charge: 0
Highest occupied orbital energy: -9.7 eV

Last column: Löwdin charge in e.
Positions of all 21 atoms, in Å:
C  -0.158  -1.587  -0.585  -0.06
C  -0.173  -0.132  -0.203  -0.36
C  0.851  0.327  0.841  -0.05
C  -0.023  0.849  -1.387  -0.50
N  1.165  0.743  -2.100  0.15
O  -0.728  1.816  -1.536  0.06
H  -0.381  -2.254  0.248  0.08
H  -0.856  -1.878  -1.368  0.08
H  0.837  -1.754  -1.021  0.08
H  -1.144  0.252  0.143  0.12
H  1.763  0.681  0.350  0.07
H  1.036  -0.497  1.537  0.04
H  0.492  1.288  1.229  0.09
H  1.770  -0.010  -2.356  0.09
H  1.397  1.632  -2.512  0.10
O  1.085  -1.543  3.244  -0.07
H  2.031  -1.699  3.291  0.04
H  0.726  -1.311  4.121  0.06
O  -3.514  1.744  -0.995  -0.08
H  -3.443  1.107  -0.258  0.03
H  -2.733  2.226  -0.683  0.01

A 2-piece molecular cluster, C9H14 overall at a distorted geometry. Source: OMol25; level of theory: the ωB97M-V functional and the def2-TZVPD basis.

F_max: 0.043 Eh/bohr
Energy above the lowest of the compared OMol25 structures with the same formula, charge and spin: 54.4 kJ/mol
Molecular weight: 122.21 g mol⁻¹
Orbital gap (alpha / beta): 10.391 / 6.537 eV
DFT total energy: -9550.877 eV
Charge: +1
2S+1: 2
<S²>: 0.768
Highest occupied orbital energy (alpha / beta): -14.8 / -14.8 eV

Last column: Löwdin charge in e.
Positions of all 23 atoms, in Å:
C  1.747  -1.749  -1.763  -0.16
C  2.469  -1.871  -0.420  -0.17
H  0.722  -1.402  -1.639  0.04
H  2.168  -0.896  -2.309  0.07
H  1.771  -2.719  -2.257  0.07
H  2.832  -0.891  -0.130  0.05
H  1.865  -2.225  0.418  0.06
H  3.333  -2.522  -0.552  0.07
C  -0.399  2.028  -1.221  0.03
C  -2.602  0.943  1.705  0.00
C  -2.182  1.652  0.624  0.03
C  -1.775  -0.080  2.214  0.06
C  -0.900  1.348  0.050  -0.12
C  -0.514  -0.405  1.658  0.01
C  -0.125  0.260  0.542  0.01
H  -3.568  1.165  2.137  0.13
H  -2.838  2.322  0.077  0.14
H  -1.981  -0.555  3.166  0.14
H  0.034  -1.174  2.189  0.13
H  0.060  1.359  -1.949  0.10
H  0.399  2.715  -0.960  0.12
H  0.803  0.198  -0.015  0.11
H  -1.317  2.500  -1.567  0.09

C5H8O3 as an isolated structure at a distorted geometry. Source: OMol25; level of theory: the ωB97M-V functional and the def2-TZVPD basis.

F_max: 0.380 Eh/bohr
Energy above the lowest of the compared OMol25 structures with the same formula, charge and spin: 638.3 kJ/mol
Molecular weight: 116.12 g mol⁻¹
Orbital gap: 9.913 eV
DFT total energy: -11450.904 eV
Charge: 0
Highest occupied orbital energy: -9.5 eV

Last column: Löwdin charge in e.
Positions of all 16 atoms, in Å:
C  2.885  -0.760  0.049  -0.11
C  1.121  0.764  0.001  -0.42
C  -0.380  0.875  -0.005  0.01
C  -1.241  -0.042  0.065  -0.46
C  -2.740  0.418  -0.077  0.05
H  3.021  -2.019  -0.038  0.18
H  3.233  -0.386  -0.944  0.12
H  3.047  -0.337  0.771  -0.06
H  -0.547  2.208  0.024  0.23
H  -3.225  -0.020  -0.773  0.02
H  -2.656  1.309  -0.238  -0.04
H  -3.005  0.155  1.045  0.16
H  -1.969  -1.800  -0.053  0.21
O  1.553  -0.647  -0.088  -0.11
O  1.934  1.593  0.113  0.13
O  -1.031  -1.311  0.149  0.08